{
  "formula": "C47H138N10O17",
  "method": "ωB97M-V/def2-TZVPD",
  "homo_lumo_gap_ha": 0.13856,
  "de_lowest_kcal_mol": 146.9,
  "charge": 0,
  "homo_energy_ha": -0.1874,
  "total_energy_ev": -100672.745,
  "symbols": ["N", "H", "H", "H", "H", "C", "C", "C", "C", "C", "C", "N", "O", "C", "C", "C", "H", "H", "H", "H", "H", "H", "H", "H", "H", "H", "H", "H", "H", "H", "H", "H", "H", "H", "C", "C", "C", "O", "H", "H", "H", "H", "H", "H", "H", "H", "C", "C", "C", "O", "H", "H", "H", "H", "H", "H", "H", "H", "O", "H", "H", "O", "H", "H", "O", "H", "H", "O", "H", "H", "O", "H", "H", "O", "H", "H", "C", "C", "C", "O", "C", "N", "H", "H", "H", "H", "H", "H", "H", "H", "H", "H", "H", "C", "C", "C", "O", "C", "N", "H", "H", "H", "H", "H", "H", "H", "H", "H", "H", "H", "C", "C", "C", "O", "C", "N", "H", "H", "H", "H", "H", "H", "H", "H", "H", "H", "H", "C", "C", "C", "O", "C", "N", "H", "H", "H", "H", "H", "H", "H", "H", "H", "H", "H", "C", "C", "C", "O", "C", "N", "H", "H", "H", "H", "H", "H", "H", "H", "H", "H", "H", "C", "C", "C", "O", "C", "N", "H", "H", "H", "H", "H", "H", "H", "H", "H", "H", "H", "C", "C", "C", "O", "C", "N", "H", "H", "H", "H", "H", "H", "H", "H", "H", "H", "H", "C", "C", "C", "O", "C", "N", "H", "H", "H", "H", "H", "H", "H", "H", "H", "H", "H"],
  "xyz": [[-27.564, -16.542, 16.734], [-26.723, -16.560, 16.176], [-27.476, -17.296, 17.400], [-28.388, -16.678, 16.166], [-27.613, -15.649, 17.204], [-21.517, -16.140, 14.282], [-22.892, -15.454, 14.404], [-22.841, -14.030, 13.607], [-22.950, -14.194, 12.131], [-24.298, -14.798, 11.744], [-24.542, -16.190, 12.473], [-23.989, -16.215, 13.885], [-24.195, -17.446, 14.629], [-23.913, -17.324, 11.569], [-26.073, -16.407, 12.446], [-23.140, -15.057, 15.881], [-21.456, -16.959, 14.998], [-20.712, -15.421, 14.433], [-21.260, -16.614, 13.335], [-21.831, -13.669, 13.802], [-23.601, -13.324, 13.943], [-22.135, -14.831, 11.786], [-22.896, -13.249, 11.592], [-24.321, -14.879, 10.657], [-25.163, -14.178, 11.978], [-24.313, -18.304, 11.831], [-22.826, -17.279, 11.630], [-24.362, -17.273, 10.577], [-26.445, -16.317, 11.425], [-26.445, -15.572, 13.040], [-26.411, -17.378, 12.805], [-24.194, -14.875, 16.089], [-22.541, -14.192, 16.169], [-22.765, -15.855, 16.521], [-28.471, -9.849, 15.170], [-27.107, -10.485, 14.678], [-26.211, -9.587, 13.779], [-26.394, -10.821, 15.851], [-29.157, -10.651, 15.442], [-29.018, -9.255, 14.438], [-28.348, -9.156, 16.003], [-27.284, -11.405, 14.121], [-25.553, -8.884, 14.292], [-26.851, -9.081, 13.057], [-25.557, -10.207, 13.166], [-25.667, -10.226, 16.047], [-17.510, -12.877, 11.548], [-16.962, -14.314, 11.854], [-17.596, -15.360, 10.989], [-15.636, -14.141, 11.540], [-18.584, -12.852, 11.731], [-17.350, -12.734, 10.480], [-17.044, -12.078, 12.126], [-17.052, -14.623, 12.895], [-17.302, -16.325, 11.401], [-17.228, -15.269, 9.967], [-18.683, -15.372, 10.915], [-15.645, -13.544, 10.788], [-21.724, -20.584, 14.565], [-22.217, -21.367, 14.321], [-22.320, -19.858, 14.379], [-26.672, -20.981, 14.943], [-25.904, -20.419, 14.847], [-27.040, -20.741, 15.794], [-20.282, -20.479, 18.032], [-20.847, -19.870, 18.508], [-20.668, -20.530, 17.157], [-18.354, -20.446, 13.596], [-18.449, -20.828, 12.724], [-19.251, -20.261, 13.876], [-23.698, -19.014, 18.669], [-23.738, -18.771, 17.744], [-24.557, -19.394, 18.854], [-30.132, -21.924, 13.441], [-30.576, -21.658, 14.246], [-29.272, -21.506, 13.492], [-26.241, -13.516, 20.893], [-27.561, -12.686, 20.624], [-27.416, -11.189, 20.927], [-26.757, -11.007, 22.134], [-26.869, -9.683, 22.653], [-27.963, -12.890, 19.226], [-26.060, -13.465, 21.966], [-25.329, -13.082, 20.483], [-26.491, -14.523, 20.558], [-28.444, -13.043, 21.155], [-28.408, -10.753, 20.811], [-26.924, -10.706, 20.083], [-26.453, -8.880, 22.046], [-26.440, -9.578, 23.650], [-27.928, -9.441, 22.742], [-27.305, -12.389, 18.647], [-28.695, -12.210, 19.080], [-19.780, -17.810, 23.923], [-20.617, -17.596, 22.663], [-19.861, -16.893, 21.508], [-19.124, -15.765, 21.933], [-19.790, -14.569, 22.533], [-21.305, -18.875, 22.282], [-18.828, -18.301, 23.722], [-20.368, -18.256, 24.725], [-19.538, -16.815, 24.298], [-21.373, -16.858, 22.931], [-20.579, -16.606, 20.739], [-19.184, -17.623, 21.064], [-19.070, -13.786, 22.770], [-20.282, -14.978, 23.416], [-20.576, -14.185, 21.883], [-21.996, -18.679, 21.573], [-21.705, -19.370, 23.066], [-32.281, -15.445, 15.634], [-31.775, -16.019, 14.248], [-31.303, -14.947, 13.314], [-31.139, -15.517, 12.027], [-30.835, -14.606, 10.968], [-30.739, -17.032, 14.417], [-32.763, -16.257, 16.179], [-32.986, -14.615, 15.588], [-31.396, -15.126, 16.186], [-32.640, -16.542, 13.839], [-30.427, -14.354, 13.580], [-32.108, -14.213, 13.290], [-30.807, -15.138, 10.018], [-29.792, -14.344, 11.145], [-31.414, -13.682, 10.950], [-30.984, -17.797, 15.030], [-30.715, -17.419, 13.484], [-26.779, -14.935, 6.637], [-26.601, -13.713, 5.782], [-26.373, -12.408, 6.618], [-27.596, -12.153, 7.264], [-27.571, -11.037, 8.136], [-25.584, -14.001, 4.749], [-27.130, -15.831, 6.125], [-27.625, -14.784, 7.308], [-25.900, -15.160, 7.241], [-27.557, -13.512, 5.297], [-26.182, -11.624, 5.885], [-25.525, -12.556, 7.288], [-26.825, -11.165, 8.921], [-28.558, -11.071, 8.598], [-27.367, -10.053, 7.714], [-25.527, -14.926, 4.347], [-24.715, -13.909, 5.256], [-14.013, -18.262, 17.378], [-15.510, -18.247, 17.698], [-16.257, -16.999, 17.194], [-15.900, -15.929, 18.021], [-16.604, -14.768, 17.848], [-16.132, -19.464, 17.208], [-13.864, -17.681, 16.468], [-13.587, -19.265, 17.333], [-13.545, -17.722, 18.201], [-15.727, -18.381, 18.758], [-17.335, -17.153, 17.147], [-15.901, -16.770, 16.190], [-17.639, -15.090, 17.971], [-16.608, -14.370, 16.833], [-16.397, -14.119, 18.698], [-16.041, -19.487, 16.203], [-17.126, -19.432, 17.383], [-16.287, -7.164, 11.002], [-17.582, -6.531, 10.586], [-18.813, -7.103, 11.315], [-18.568, -7.121, 12.728], [-19.659, -7.649, 13.457], [-17.457, -5.109, 10.881], [-16.145, -8.190, 10.662], [-16.111, -7.085, 12.075], [-15.492, -6.645, 10.466], [-17.712, -6.635, 9.509], [-19.153, -8.090, 11.001], [-19.684, -6.482, 11.105], [-20.390, -6.867, 13.661], [-19.284, -7.941, 14.438], [-20.083, -8.577, 13.075], [-18.322, -4.639, 10.655], [-17.480, -4.981, 11.882], [-20.906, -10.086, 19.024], [-22.077, -9.523, 19.732], [-21.681, -8.797, 21.038], [-20.885, -9.587, 21.924], [-20.552, -8.941, 23.126], [-22.768, -8.522, 18.891], [-21.195, -10.502, 18.058], [-20.429, -10.791, 19.705], [-20.118, -9.343, 18.901], [-22.783, -10.311, 19.997], [-22.584, -8.518, 21.581], [-21.099, -7.927, 20.735], [-20.171, -7.941, 22.920], [-19.908, -9.578, 23.733], [-21.429, -8.694, 23.726], [-22.126, -7.755, 18.748], [-23.605, -8.215, 19.367], [-30.461, -20.519, 8.013], [-31.995, -20.465, 8.304], [-32.774, -21.690, 7.768], [-32.702, -21.678, 6.355], [-33.734, -22.520, 5.814], [-32.128, -20.210, 9.734], [-29.960, -21.329, 8.543], [-30.034, -19.532, 8.186], [-30.270, -20.759, 6.967], [-32.338, -19.544, 7.832], [-33.794, -21.604, 8.142], [-32.524, -22.629, 8.263], [-34.669, -21.964, 5.884], [-33.947, -23.505, 6.229], [-33.512, -22.705, 4.762], [-31.888, -19.288, 10.068], [-31.643, -20.855, 10.343]]
}